This record from the OMol25 dataset describes a molecular structure, C53H53CaN6O4PSSb. The level of theory is wB97M-V/def2-TZVPD.

The calculation puts the HOMO-LUMO gap at 7.5055 eV. As for the total charge: +1. The value obtained for the energy above the lowest of the compared OMol25 structures with the same formula, charge and spin is 13.5 kcal per mole. The calculation puts the largest force on an atom at 0.0132 hartree/bohr.

Cartesian coordinates (Å):
1 Ca 0.8581 -0.2808 0.2804
2 O 3.7348 1.9126 -2.6842
3 C 2.9671 1.4301 -1.7087
4 O 2.6123 0.2708 -1.6578
5 C 2.6196 2.4361 -0.6577
6 C 3.0708 3.7384 -0.5908
7 C 2.7413 4.4681 0.5540
8 C 2.0537 3.8637 1.5892
9 C 1.6248 2.5441 1.4221
10 N 1.8721 1.8930 0.2997
11 C 1.0238 1.6904 2.5482
12 O 1.4266 1.9194 3.6739
13 O 0.2182 0.7788 2.1483
14 H 3.9404 1.1752 -3.2836
15 H 3.6685 4.1629 -1.3840
16 H 3.0626 5.4974 0.6428
17 H 1.8389 4.3732 2.5178
18 C -1.0742 -3.8178 2.7972
19 C -0.7786 -2.8570 1.8202
20 N 0.4102 -2.3105 1.6800
21 C 1.3960 -2.6540 2.5414
22 C 1.1990 -3.6205 3.5385
23 C -0.0754 -4.2080 3.6459
24 C 2.2647 -3.9737 4.4309
25 C 3.4548 -3.3492 4.3534
26 C 3.6802 -2.3215 3.3788
27 C 4.8974 -1.6210 3.3262
28 C 5.0704 -0.6402 2.3890
29 C 4.0203 -0.3845 1.5010
30 N 2.8700 -1.0226 1.5183
31 C 2.6792 -1.9790 2.4579
32 H -2.0752 -4.2183 2.8608
33 H -1.5536 -2.5316 1.1317
34 H -0.2513 -4.9516 4.4133
35 H 2.0839 -4.7424 5.1709
36 H 4.2628 -3.6001 5.0281
37 H 5.6832 -1.8655 4.0297
38 H 5.9866 -0.0733 2.3146
39 H 4.1384 0.3676 0.7296
40 C -3.7696 1.8647 -2.4785
41 C -4.5507 2.4175 -1.3185
42 C -5.8569 2.8457 -1.5653
43 C -6.6358 3.3930 -0.5633
44 C -6.1153 3.5239 0.7171
45 C -4.8262 3.0954 0.9735
46 C -4.0328 2.5378 -0.0277
47 Sb -2.0881 1.8350 0.5547
48 C -3.0018 0.2738 1.7597
49 C -3.7359 -0.5222 0.8737
50 C -4.3691 -1.6924 1.2618
51 C -4.2809 -2.0916 2.5838
52 C -3.5759 -1.3068 3.4790
53 C -2.9341 -0.1253 3.1027
54 C -2.2511 0.6649 4.1801
55 C -1.5564 3.6325 1.5748
56 C -1.2099 3.7109 2.9190
57 C -0.7962 4.9046 3.4936
58 C -0.7085 6.0432 2.7125
59 C -1.0207 5.9719 1.3641
60 C -1.4411 4.7835 0.7739
61 C -1.7483 4.7923 -0.6998
62 H -3.6525 2.6116 -3.2679
63 H -4.2815 1.0088 -2.9263
64 H -2.7672 1.5427 -2.1906
65 H -6.2653 2.7486 -2.5653
66 H -7.6451 3.7192 -0.7783
67 H -6.7135 3.9551 1.5092
68 H -4.4305 3.2011 1.9786
69 H -3.8492 -0.2120 -0.1620
70 H -4.9347 -2.2687 0.5407
71 H -4.7753 -2.9932 2.9237
72 H -3.5281 -1.6030 4.5206
73 H -2.3434 0.1553 5.1385
74 H -2.7200 1.6438 4.2911
75 H -1.1924 0.8031 3.9653
76 H -1.2368 2.8286 3.5376
77 H -0.5377 4.9330 4.5440
78 H -0.3922 6.9842 3.1440
79 H -0.9370 6.8604 0.7490
80 H -1.3303 5.6832 -1.1676
81 H -2.8236 4.7828 -0.8881
82 H -1.3219 3.9260 -1.2162
83 C -0.0780 2.4790 -3.9687
84 P 0.1294 0.6533 -3.9587
85 C 1.3156 0.4810 -5.3519
86 C -1.4200 0.1846 -4.8222
87 H -0.2613 2.8735 -4.9713
88 H 0.8107 2.9697 -3.5661
89 H -0.9201 2.7543 -3.3315
90 H 0.9310 0.9253 -6.2727
91 H 1.5334 -0.5712 -5.5381
92 H 2.2538 0.9802 -5.1041
93 H -1.5203 0.6913 -5.7849
94 H -2.2806 0.4395 -4.2044
95 H -1.4491 -0.8935 -4.9900
96 N 1.4417 -3.3105 -1.2840
97 C 0.0988 -3.0769 -1.5025
98 C -0.7176 -4.1296 -1.9433
99 C -2.0376 -3.8690 -2.2264
100 C -2.5221 -2.5681 -2.0935
101 C -1.6480 -1.6027 -1.6513
102 N -0.3686 -1.8404 -1.3291
103 H 1.6725 -4.2136 -0.8933
104 H 2.0140 -2.6031 -0.8375
105 H -0.2972 -5.1187 -2.0638
106 H -2.6876 -4.6652 -2.5645
107 H -3.5475 -2.3131 -2.3180
108 H -1.9717 -0.5745 -1.5331
109 S 4.6409 -3.2372 -0.2655
110 C 4.9665 -4.2440 -1.5697
111 N 4.1325 -4.2724 -2.6500
112 C 4.3028 -5.0442 -3.7533
113 C 5.3747 -5.8708 -3.8521
114 C 6.2853 -5.8920 -2.7700
115 C 6.0912 -5.1126 -1.6705
116 H 3.3101 -3.6802 -2.5890
117 H 3.5393 -4.9444 -4.5107
118 H 5.5111 -6.4844 -4.7284
119 H 7.1522 -6.5384 -2.8142
120 H 6.7808 -5.1225 -0.8400



This record from the OMol25 dataset describes a molecular structure, C53H53Cl3GeNO3PdS2SbTe. The level of theory is wB97M-V/def2-TZVPD.

Its spin multiplicity is 2. The expectation value of S² is 0.79. The calculation puts the HOMO-LUMO gap (alpha / beta) at 5.2727 / 6.2412 eV. As for the total charge: +1. The value obtained for the energy above the lowest of the compared OMol25 structures with the same formula, charge and spin is 21.3 kcal per mole. The calculation puts the largest force on an atom at 0.0166 hartree/bohr.

Cartesian coordinates (Å):
1 Pd 0.7493 1.6543 -0.0713
2 C -2.5197 -2.6857 4.6891
3 C -1.9898 -1.5834 3.8049
4 C -2.8005 -0.8866 2.9382
5 C -2.3025 0.1479 2.1210
6 C -3.1786 0.7146 1.1103
7 O -2.7577 1.1682 0.0117
8 C -4.6472 0.7242 1.2785
9 C -5.4550 0.6365 0.1446
10 C -6.8307 0.7163 0.2651
11 C -7.4072 0.9207 1.5145
12 C -6.6066 1.0404 2.6424
13 C -5.2303 0.9318 2.5288
14 C -0.9352 0.4968 2.1746
15 O -0.5327 1.5689 1.5475
16 C -0.0812 -0.2700 3.0036
17 C -0.6352 -1.2489 3.8146
18 C 1.4000 -0.1092 2.9916
19 N 1.9702 0.3013 1.9343
20 C 3.4030 0.5079 1.8349
21 C 3.7383 1.9647 2.1548
22 Te 2.3832 3.3695 1.2319
23 C 1.3768 3.8402 3.0245
24 C 2.1044 3.9959 4.1987
25 C 1.4470 4.3389 5.3710
26 C 0.0715 4.5390 5.3689
27 C -0.6411 4.4184 4.1828
28 C 0.0120 4.0772 3.0073
29 C 2.1476 -0.4800 4.2400
30 C 2.8639 -1.6710 4.3199
31 C 3.5622 -1.9861 5.4788
32 C 3.5499 -1.1119 6.5578
33 C 2.8328 0.0754 6.4804
34 C 2.1271 0.3892 5.3262
35 H -3.5770 -2.8662 4.5018
36 H -2.4043 -2.4278 5.7434
37 H -1.9822 -3.6199 4.5215
38 H -3.8425 -1.1679 2.8487
39 H -4.9892 0.4983 -0.8231
40 H -7.4567 0.6316 -0.6130
41 H -8.4830 0.9962 1.6069
42 H -7.0548 1.2262 3.6092
43 H -4.6013 1.0552 3.4016
44 H 0.0278 -1.8028 4.4727
45 H 3.6823 0.2698 0.8062
46 H 3.9901 -0.1290 2.5011
47 H 4.7535 2.2219 1.8581
48 H 3.6395 2.1316 3.2252
49 H 3.1800 3.8739 4.2167
50 H 2.0158 4.4625 6.2838
51 H -0.4375 4.8076 6.2852
52 H -1.7091 4.5949 4.1608
53 H -0.5428 4.0107 2.0861
54 H 2.8699 -2.3492 3.4740
55 H 4.1152 -2.9146 5.5392
56 H 4.0943 -1.3583 7.4598
57 H 2.8183 0.7559 7.3221
58 H 1.5547 1.3093 5.2652
59 C 5.0998 1.4477 -3.2522
60 C 4.2581 2.7156 -3.1098
61 C 3.4111 2.7485 -1.8343
62 S 1.8483 1.8821 -2.0147
63 O 2.1442 0.5802 -2.6387
64 C 1.0276 2.9572 -3.2450
65 C 0.9623 2.3047 -4.6239
66 C -0.2752 1.4331 -4.8121
67 H 5.6820 1.4768 -4.1733
68 H 4.4683 0.5616 -3.2726
69 H 5.8008 1.3560 -2.4187
70 H 3.6239 2.8466 -3.9888
71 H 4.9089 3.5904 -3.0792
72 H 3.1434 3.7631 -1.5330
73 H 3.9285 2.2533 -1.0082
74 H 1.6071 3.8795 -3.2464
75 H 0.0489 3.2039 -2.8475
76 H 1.8609 1.7201 -4.8127
77 H 0.9531 3.1166 -5.3542
78 H -0.3496 0.6919 -4.0131
79 H -0.2319 0.9030 -5.7616
80 H -1.1828 2.0341 -4.7893
81 S -0.0468 -0.6567 -0.5363
82 Sb -0.1891 -2.0396 -2.3671
83 C -2.1616 -1.9932 -3.0904
84 C -2.7188 -3.1024 -3.7268
85 C -4.0119 -3.0201 -4.2279
86 C -4.7337 -1.8383 -4.1025
87 C -4.1726 -0.7356 -3.4673
88 C -2.8856 -0.8134 -2.9531
89 C 0.0596 -3.9650 -1.5579
90 C 1.3300 -4.5188 -1.4354
91 C 1.4795 -5.7707 -0.8553
92 C 0.3649 -6.4643 -0.3992
93 C -0.9011 -5.9074 -0.5171
94 C -1.0586 -4.6533 -1.0937
95 C 1.0343 -1.9946 -4.0797
96 C 0.4052 -2.0054 -5.3184
97 C 1.1720 -2.0952 -6.4752
98 C 2.5545 -2.1808 -6.3875
99 C 3.1792 -2.1791 -5.1454
100 C 2.4208 -2.0882 -3.9873
101 H -2.1548 -4.0213 -3.8384
102 H -4.4534 -3.8780 -4.7182
103 H -5.7384 -1.7781 -4.5003
104 H -4.7301 0.1886 -3.3721
105 H -2.4623 0.0378 -2.4323
106 H 2.2052 -3.9907 -1.7935
107 H 2.4662 -6.2059 -0.7641
108 H 0.4842 -7.4426 0.0479
109 H -1.7690 -6.4467 -0.1602
110 H -2.0471 -4.2181 -1.1749
111 H -0.6729 -1.9377 -5.3933
112 H 0.6841 -2.0994 -7.4412
113 H 3.1492 -2.2521 -7.2889
114 H 4.2568 -2.2481 -5.0770
115 H 2.9155 -2.0618 -3.0236
116 Cl -2.4243 2.9131 -2.3675
117 Ge -1.5765 2.6895 -0.3643
118 Cl -2.8188 3.9706 0.8766
119 Cl -0.0210 4.6223 -0.6378



This record from the OMol25 dataset describes a molecular structure, C53H55BrN5O2SSm in a non-equilibrium geometry. The level of theory is wB97M-V/def2-TZVPD.

Its spin multiplicity is 6. The expectation value of S² is 8.77. The calculation puts the HOMO-LUMO gap (alpha / beta) at 6.1716 / 6.1961 eV. As for the total charge: 0. The calculation puts the largest force on an atom at 0.0847 hartree/bohr.

Cartesian coordinates (Å):
1 Sm -0.0591 1.4452 -0.4722
2 Br 2.8359 -3.6864 -4.5145
3 C 1.6859 -2.8042 -5.7308
4 C 1.6961 -1.4474 -5.8638
5 C 0.6352 -0.7657 -6.4310
6 C -0.4368 -1.4966 -6.8543
7 C -0.4320 -2.8817 -6.9013
8 C 0.6210 -3.5259 -6.3288
9 N -1.5520 -0.8290 -7.5767
10 N -2.0949 0.1633 -7.1216
11 C -1.8054 0.6609 -5.8220
12 C -1.4836 2.0016 -5.8383
13 C -0.8681 2.5677 -4.7191
14 C -0.6870 1.8361 -3.5438
15 O -0.2448 2.3897 -2.4623
16 C -1.1807 0.4958 -3.5303
17 N -1.1179 -0.1823 -2.3215
18 C -1.6144 -1.3932 -2.2766
19 C -2.2768 -2.0260 -3.3290
20 C -2.3929 -1.4174 -4.5578
21 C -1.8026 -0.1114 -4.6666
22 H 2.4846 -0.9488 -5.4413
23 H 0.7217 0.3030 -6.6121
24 H -1.0989 -3.4974 -7.4759
25 H 0.7179 -4.5937 -6.3417
26 H -1.6692 2.5817 -6.6825
27 H -0.5256 3.5928 -4.6669
28 H -1.5500 -1.9167 -1.3830
29 H -2.5521 -3.0470 -3.1624
30 H -2.8630 -1.8991 -5.4506
31 C 2.7610 2.5977 -0.9406
32 C 3.4253 1.2589 -1.2881
33 C 2.5605 0.5055 -2.4027
34 C 3.9031 0.3860 -0.0567
35 C 5.3012 0.1620 0.1273
36 C 5.7847 -0.3646 1.2920
37 C 4.8071 -0.6066 2.3026
38 C 3.4716 -0.5853 2.0887
39 C 2.5775 -1.0912 3.2303
40 C 2.5577 -2.6625 3.3466
41 C 2.9372 -0.5582 4.5650
42 C 2.9787 -0.0526 0.8824
43 N 1.6371 0.2129 0.6308
44 C 0.6277 -0.7466 0.8749
45 C -0.7192 -0.5018 1.2120
46 N -1.1948 0.8163 1.4432
47 C -2.3251 1.0564 2.3317
48 C -2.0968 0.7057 3.7277
49 C -3.1679 0.7826 4.6448
50 C -4.3362 1.4827 4.2584
51 C -4.4346 1.9698 2.9588
52 C -3.4539 1.7290 1.9731
53 C -3.8507 2.0777 0.5386
54 C -3.8995 0.8816 -0.4385
55 C -2.9795 3.2251 -0.0199
56 C -0.7557 0.1636 4.1760
57 C -0.9065 -1.2030 4.9058
58 C -0.2103 1.2635 5.1267
59 C -1.3692 -1.7742 1.3091
60 C -2.6765 -2.1471 1.6016
61 C -3.0311 -3.4746 1.6606
62 C -2.1507 -4.4799 1.2251
63 C -0.8293 -4.1443 0.7735
64 C 0.2603 -5.0189 0.2990
65 C 1.3253 -4.4157 -0.2154
66 C 1.6293 -3.0252 -0.1740
67 C 0.7440 -2.2106 0.3959
68 C -0.5206 -2.7727 0.8238
69 H 2.0229 2.9433 -1.6212
70 H 3.6091 3.2839 -0.9337
71 H 2.3572 2.6921 0.0420
72 H 4.2978 1.5762 -1.8593
73 H 1.5971 0.2345 -2.0399
74 H 3.0114 -0.4712 -2.5436
75 H 2.4294 1.1453 -3.2797
76 H 6.0238 0.4771 -0.6882
77 H 6.8374 -0.3740 1.4560
78 H 5.2248 -1.0847 3.1982
79 H 1.5633 -0.7910 3.1226
80 H 3.5102 -3.2557 3.1803
81 H 1.9265 -3.2563 2.6847
82 H 2.3464 -3.0073 4.3812
83 H 3.8815 -1.0207 5.0087
84 H 2.0788 -0.9670 5.1740
85 H 3.0135 0.5175 4.7101
86 H -3.1461 0.4242 5.6972
87 H -5.1829 1.7144 4.8044
88 H -5.3748 2.4215 2.6684
89 H -4.8777 2.5632 0.6237
90 H -2.9942 0.3407 -0.4595
91 H -4.1273 1.2392 -1.4432
92 H -4.6564 0.1368 -0.1775
93 H -2.0239 3.2143 0.5072
94 H -3.3864 4.1400 -0.0588
95 H -2.7824 3.0551 -1.0654
96 H -0.0399 0.1893 3.3811
97 H -1.7102 -1.2689 5.6331
98 H 0.0093 -1.4675 5.4483
99 H -1.0896 -2.0426 4.2150
100 H -0.8151 1.4431 6.0214
101 H -0.0269 2.1710 4.5431
102 H 0.7822 0.9188 5.3870
103 H -3.3202 -1.3706 2.0481
104 H -3.9230 -3.7793 2.0877
105 H -2.5070 -5.5438 1.2756
106 H 0.1364 -6.0696 0.2986
107 H 2.0972 -5.1041 -0.7206
108 H 2.6207 -2.6553 -0.4586
109 C 0.9506 3.7108 2.6423
110 S 1.1244 4.5701 1.0096
111 C 0.1496 6.0110 1.4483
112 O 0.3048 3.7198 0.1146
113 H -0.0775 3.4959 2.7660
114 H 1.3825 4.4133 3.4027
115 H 1.3869 2.6978 2.5889
116 H 0.7682 6.6580 2.0327
117 H -0.7096 5.7764 2.0769
118 H -0.1444 6.6256 0.5583



This record from the OMol25 dataset describes 3 unconnected molecules or ions with the total composition C53H56BrF13N3O4S in a non-equilibrium geometry. The level of theory is wB97M-V/def2-TZVPD.

The calculation puts the HOMO-LUMO gap at 8.6570 eV. As for the total charge: +1. The calculation puts the largest force on an atom at 0.0665 hartree/bohr.

Cartesian coordinates (Å):
1 C -1.4371 -0.0737 -2.2380
2 C -2.1496 -0.1445 -1.2410
3 C -2.9340 -0.0843 -0.0096
4 C -4.4024 0.0016 -0.4773
5 C -5.5000 -0.3083 0.5663
6 C -2.6277 -1.4201 0.7505
7 C -3.2771 -2.6881 0.1611
8 Br -2.2205 -3.4519 -1.3166
9 C -3.3646 -3.8203 1.2102
10 C -2.0039 -4.3006 1.7297
11 N -2.8904 -1.3446 2.1717
12 C -2.1975 -0.2506 2.8495
13 C -1.1784 -0.7945 3.8671
14 C -1.6766 -0.6633 5.3105
15 C -1.7400 0.8133 5.7424
16 C -2.8093 1.0380 6.8380
17 C -1.5452 0.7755 1.9026
18 N -0.2043 0.3830 1.4548
19 C 0.8259 1.3734 1.8081
20 C 2.0097 1.2081 0.8596
21 C 3.2206 2.0846 1.2491
22 C 3.5900 3.0044 0.0746
23 N -2.4219 1.1445 0.7474
24 C -3.4451 2.1974 1.0218
25 C -2.8928 3.4569 1.6908
26 C -2.0794 4.3168 0.7303
27 F -1.0425 3.6363 0.2058
28 F -2.9212 4.7646 -0.1988
29 C -1.4615 5.4870 1.5467
30 F -0.5504 4.9398 2.3628
31 F -2.3849 6.0276 2.3316
32 C -0.8776 6.6354 0.6554
33 F -1.8563 7.5444 0.5704
34 F -0.6788 6.2532 -0.5934
35 C 0.3345 7.3979 1.2689
36 F 0.2122 7.5140 2.5662
37 F 0.2917 8.6288 0.8021
38 S 2.0425 6.7147 0.8508
39 F 2.2817 6.2793 2.3571
40 F 1.4662 5.2653 0.5784
41 F 1.8767 7.1482 -0.6381
42 F 2.6631 8.1155 1.2136
43 F 3.4762 6.1894 0.5021
44 H -0.6328 -0.1139 -2.9240
45 H -4.4930 -0.7642 -1.2417
46 H -4.6351 0.9135 -1.0157
47 H -6.3614 0.3102 0.3167
48 H -5.8660 -1.3273 0.5168
49 H -5.2424 -0.0519 1.5905
50 H -1.5539 -1.5924 0.6551
51 H -4.2811 -2.5762 -0.2264
52 H -3.7898 -4.6545 0.6524
53 H -4.0815 -3.5947 1.9950
54 H -2.1682 -4.7041 2.7303
55 H -1.6279 -5.1209 1.1310
56 H -1.2781 -3.5047 1.8548
57 H -3.8695 -1.4108 2.3986
58 H -2.9270 0.3233 3.4343
59 H -0.9809 -1.8264 3.5886
60 H -0.2231 -0.2718 3.8232
61 H -2.6248 -1.1777 5.4486
62 H -0.9014 -1.1246 5.9189
63 H -1.9157 1.4679 4.8840
64 H -0.7803 1.1271 6.1448
65 H -3.4895 0.1915 6.8868
66 H -3.4324 1.9062 6.6381
67 H -2.3294 1.1648 7.8022
68 H -1.3444 1.6184 2.5567
69 H -0.1745 0.2990 0.4415
70 H 1.1428 1.2795 2.8452
71 H 0.4776 2.4092 1.6823
72 H 1.6976 1.4808 -0.1505
73 H 2.2471 0.1437 0.8341
74 H 4.0624 1.4068 1.3676
75 H 3.0777 2.6367 2.1741
76 H 2.6953 3.3736 -0.4268
77 H 4.1536 2.4620 -0.6813
78 H 4.1783 3.8674 0.3791
79 H -1.7782 1.5762 0.0774
80 H -3.7916 2.5545 0.0586
81 H -4.2733 1.8540 1.6227
82 H -2.3974 3.3035 2.6447
83 H -3.7651 4.0635 1.9208
84 C 6.5702 -4.4869 1.0399
85 C 5.4587 -3.7352 0.6721
86 C 4.1839 -4.2010 0.9442
87 C 4.0127 -5.4266 1.5756
88 C 5.1281 -6.1911 1.9240
89 C 6.4055 -5.7118 1.6636
90 C 4.9666 -7.5294 2.5591
91 O 5.9347 -8.1912 2.8659
92 C 3.5872 -8.0365 2.7995
93 C 3.4127 -9.3042 3.3392
94 C 2.1365 -9.7837 3.5802
95 C 1.0275 -8.9949 3.2912
96 C 1.1954 -7.7325 2.7486
97 C 2.4734 -7.2517 2.4922
98 C 2.6363 -5.9066 1.8775
99 O 1.6680 -5.2172 1.6233
100 H 7.5661 -4.1171 0.8339
101 H 5.5902 -2.7835 0.1735
102 H 3.3189 -3.6156 0.6633
103 H 7.2683 -6.2996 1.9453
104 H 4.2750 -9.9158 3.5667
105 H 2.0028 -10.7737 3.9961
106 H 0.0312 -9.3694 3.4869
107 H 0.3339 -7.1202 2.5193
108 C -0.0670 -1.8304 -8.4921
109 C -0.0433 -1.8446 -7.1015
110 C 0.1548 -0.6686 -6.3991
111 C 0.3417 0.5273 -7.0813
112 C 0.3407 0.5360 -8.4778
113 C 0.1252 -0.6436 -9.1784
114 C 0.5862 1.7968 -9.2327
115 O 0.5806 1.8049 -10.4445
116 C 0.8466 3.0433 -8.4616
117 C 1.1330 4.2179 -9.1444
118 C 1.3647 5.3880 -8.4414
119 C 1.3026 5.3920 -7.0517
120 C 1.0224 4.2228 -6.3654
121 C 0.8024 3.0428 -7.0654
122 C 0.5360 1.7881 -6.3130
123 O 0.4829 1.7937 -5.0968
124 H -0.2304 -2.7491 -9.0399
125 H -0.1814 -2.7756 -6.5671
126 H 0.1690 -0.6793 -5.3184
127 H 0.1125 -0.6320 -10.2596
128 H 1.1780 4.2151 -10.2249
129 H 1.5926 6.3009 -8.9755
130 H 1.4774 6.3093 -6.5049
131 H 0.9786 4.2242 -5.2850